[1]
{"formula": "C55H55GeN2OP2SiTc", "method": "wB97M-V/def2-TZVPD", "de_lowest_ev": 0.092, "total_charge": 2, "multiplicity": 1, "orbital_gap_ev": [6.617, 6.607], "species": ["Tc", "C", "P", "C", "C", "C", "C", "C", "C", "C", "C", "C", "C", "C", "C", "C", "C", "C", "C", "C", "P", "C", "C", "C", "C", "C", "C", "C", "C", "C", "C", "C", "C", "N", "H", "H", "H", "H", "H", "H", "H", "H", "H", "H", "H", "H", "H", "H", "H", "H", "H", "H", "H", "H", "H", "H", "H", "H", "H", "H", "C", "C", "C", "N", "H", "H", "H", "H", "H", "C", "Si", "C", "C", "O", "H", "H", "H", "H", "H", "H", "H", "H", "H", "C", "Ge", "C", "C", "C", "C", "C", "C", "C", "C", "C", "C", "C", "C", "C", "C", "C", "C", "C", "C", "H", "H", "H", "H", "H", "H", "H", "H", "H", "H", "H", "H", "H", "H", "H"], "positions_angstrom": [[-0.20447, -0.46256, -0.85764], [-0.47956, 0.14293, -3.81554], [1.02951, 0.32867, -2.78146], [2.32787, -0.72039, -3.44915], [3.04705, -1.59001, -2.63488], [4.03965, -2.39707, -3.18008], [4.30936, -2.33387, -4.53912], [3.59738, -1.45886, -5.35585], [2.61261, -0.64834, -4.81506], [1.60415, 2.02425, -3.02954], [0.70903, 3.06233, -3.29899], [1.19362, 4.32406, -3.61404], [2.56362, 4.56062, -3.65325], [3.45503, 3.53472, -3.36609], [2.97907, 2.27045, -3.04847], [-1.52173, 0.85665, -2.99546], [-2.64121, 1.57370, -3.31384], [-2.95327, 2.38858, -2.18400], [-2.02004, 2.12788, -1.21998], [-1.71115, 2.87927, 0.03023], [-0.27611, 2.19952, 0.86563], [-0.19414, 2.95015, 2.49609], [0.97813, 2.77232, 3.24053], [1.14189, 3.43582, 4.44186], [0.13958, 4.28059, 4.91011], [-1.02378, 4.46367, 4.17661], [-1.19323, 3.80400, 2.96411], [1.27830, 2.72273, 0.12072], [1.47553, 4.07707, -0.15951], [2.75102, 4.54852, -0.42276], [3.83801, 3.68006, -0.37889], [3.64529, 2.33319, -0.11111], [2.36496, 1.84949, 0.13323], [-1.15819, 1.16116, -1.67408], [-0.66236, -0.91591, -3.96453], [-0.34348, 0.61552, -4.78797], [2.83221, -1.63215, -1.57783], [4.60027, -3.07640, -2.54810], [5.08039, -2.96403, -4.96760], [3.81645, -1.40617, -6.41499], [2.06818, 0.03602, -5.45730], [-0.35973, 2.89706, -3.29311], [0.49526, 5.12167, -3.84175], [2.93657, 5.54506, -3.91343], [4.52404, 3.71357, -3.40176], [3.68350, 1.47242, -2.84731], [-3.15316, 1.56632, -4.26726], [-3.75760, 3.11187, -2.10957], [-2.54254, 2.89342, 0.74325], [-1.45414, 3.91176, -0.21791], [1.76643, 2.12335, 2.88068], [2.04922, 3.29464, 5.01723], [0.27045, 4.80407, 5.85014], [-1.79860, 5.12693, 4.54109], [-2.10554, 3.95893, 2.40228], [0.64211, 4.77277, -0.15563], [2.90259, 5.59910, -0.64010], [4.83721, 4.05817, -0.55919], [4.49273, 1.65812, -0.08485], [2.21609, 0.80226, 0.35950], [4.21489, -2.77327, 1.46988], [2.86252, -3.42607, 1.14346], [1.91721, -2.46732, 0.54806], [1.18195, -1.72832, 0.08818], [4.90278, -3.53759, 1.82577], [4.10890, -2.01865, 2.24892], [4.64952, -2.30640, 0.58523], [2.39233, -3.83859, 2.03647], [2.97303, -4.24897, 0.43642], [0.07588, -4.79809, -1.26065], [-0.86108, -3.60821, -2.30682], [-0.10560, -3.56302, -3.98789], [-2.64506, -3.98254, -2.42601], [-0.72526, -2.03216, -1.60485], [-0.35088, -5.80244, -1.36268], [0.02644, -4.52586, -0.20029], [1.12458, -4.84691, -1.57732], [0.22868, -4.57341, -4.25361], [0.76953, -2.91081, -4.02741], [-0.81897, -3.24509, -4.75582], [-2.77389, -4.98126, -2.86360], [-3.15754, -3.26191, -3.07170], [-3.12437, -3.97741, -1.44663], [-0.36485, 0.41616, 0.82345], [-1.58331, -0.55034, 2.14596], [-3.22672, 0.37469, 1.75392], [-3.79814, 1.21863, 2.71141], [-4.98101, 1.89491, 2.43427], [-5.60887, 1.72491, 1.20351], [-5.05430, 0.88154, 0.24818], [-3.86476, 0.21555, 0.51958], [-1.28952, -0.58268, 4.06945], [-1.47335, -1.80394, 4.73438], [-1.39764, -1.87885, 6.12098], [-1.14653, -0.74104, 6.87162], [-1.00156, 0.48213, 6.23375], [-1.07934, 0.56052, 4.84847], [-1.63306, -2.42170, 1.62175], [-0.57668, -3.24967, 2.03750], [-0.67352, -4.63115, 1.96095], [-1.83146, -5.21600, 1.45642], [-2.88110, -4.41447, 1.03679], [-2.78424, -3.02575, 1.11902], [-3.33601, 1.33360, 3.68491], [-5.42209, 2.54259, 3.18274], [-6.53940, 2.24118, 0.99421], [-5.54555, 0.74621, -0.70958], [-3.42377, -0.40897, -0.25556], [-1.69918, -2.70462, 4.18790], [-1.54667, -2.83198, 6.61390], [-1.08118, -0.80507, 7.95108], [-0.84352, 1.38384, 6.81492], [-1.00265, 1.53101, 4.38712], [0.30293, -2.80935, 2.50047], [0.13543, -5.25874, 2.31895], [-1.91915, -6.29476, 1.40981], [-3.79390, -4.86848, 0.66998], [-3.64125, -2.42525, 0.83636]], "lowdin_charge": [1.315, -0.218, 1.055, -0.384, -0.098, -0.059, -0.047, -0.045, -0.074, -0.323, -0.065, -0.053, -0.061, -0.073, -0.094, -0.383, -0.022, -0.022, -0.367, -0.182, 0.977, -0.318, -0.079, -0.051, -0.045, -0.047, -0.073, -0.324, -0.056, -0.050, -0.064, -0.074, -0.127, -0.178, 0.058, 0.110, 0.058, 0.110, 0.119, 0.119, 0.120, 0.096, 0.118, 0.120, 0.122, 0.114, 0.119, 0.124, 0.087, 0.113, 0.114, 0.120, 0.120, 0.119, 0.101, 0.119, 0.125, 0.124, 0.118, 0.069, -0.062, -0.171, -0.142, 0.068, 0.090, 0.086, 0.076, 0.118, 0.128, -0.142, 0.367, -0.149, -0.142, -0.480, 0.060, -0.004, 0.041, 0.056, 0.015, 0.048, 0.060, 0.050, 0.009, -0.474, 0.977, -0.293, -0.100, -0.065, -0.060, -0.069, -0.130, -0.256, -0.093, -0.061, -0.064, -0.064, -0.113, -0.300, -0.173, -0.099, -0.068, -0.075, -0.090, 0.094, 0.112, 0.114, 0.115, 0.097, 0.089, 0.113, 0.114, 0.109, 0.059, 0.096, 0.117, 0.121, 0.118, 0.099]}



[2]
{"formula": "C20H21NO4S", "method": "wB97M-V/def2-TZVPD", "de_lowest_ev": 4.010, "multiplicity": 1, "orbital_gap_ev": 8.218, "species": ["C", "C", "C", "O", "C", "C", "C", "N", "C", "C", "C", "O", "C", "C", "C", "C", "C", "C", "C", "C", "S", "C", "O", "O", "C", "C", "H", "H", "H", "H", "H", "H", "H", "H", "H", "H", "H", "H", "H", "H", "H", "H", "H", "H", "H", "H", "H"], "positions_angstrom": [[-3.98999, -2.96777, -2.43827], [-4.04966, -1.47949, -2.17971], [-4.40533, -1.31766, -0.72429], [-3.16596, -1.59995, -0.01294], [-2.36447, -0.55000, 0.32941], [-2.82330, 0.69330, 0.92311], [-1.96132, 1.63696, 1.43037], [-0.56923, 1.39623, 1.34979], [0.43164, 2.24831, 1.82183], [0.40834, 3.57240, 2.32516], [1.49279, 3.99071, 3.32331], [-0.46906, 4.41196, 2.17354], [1.57052, 1.52676, 1.57002], [1.25538, 0.30095, 0.84141], [2.12071, -0.72179, 0.43136], [1.94580, -1.98760, 1.03698], [2.93948, -2.88440, 0.85001], [4.03256, -2.71332, 0.03237], [4.11372, -1.43065, -0.61779], [3.14997, -0.41625, -0.47213], [3.18521, 1.06891, -1.57052], [1.76427, 0.89642, -2.70923], [4.41886, 1.08937, -2.37783], [3.04907, 2.34005, -0.76560], [-0.05445, 0.25108, 0.74845], [-1.05244, -0.64451, 0.06747], [-3.92058, -3.02263, -3.51899], [-4.88442, -3.49062, -2.15637], [-3.12292, -3.41011, -1.77871], [-4.75589, -1.05334, -2.90249], [-3.03146, -0.91730, -2.23358], [-4.74093, -0.32227, -0.60845], [-5.22593, -1.96108, -0.32426], [-3.86667, 0.74099, 1.13754], [-2.43321, 2.44912, 2.05443], [2.38667, 4.34262, 2.80444], [1.03005, 4.84563, 3.81239], [1.73068, 3.15830, 3.94751], [2.58215, 1.84269, 1.84262], [1.12503, -2.27691, 1.68147], [2.96363, -3.82010, 1.41830], [4.67495, -3.57374, -0.08623], [4.94511, -1.27992, -1.35041], [1.45474, 1.85064, -3.23659], [1.85735, -0.04490, -3.17704], [0.88750, 0.67282, -2.16136], [-0.62897, -1.43991, -0.55053]], "lowdin_charge": [-0.119, -0.243, -0.200, -0.063, -0.302, 0.001, 0.023, 0.049, -0.149, -0.396, -0.003, 0.058, 0.077, -0.199, -0.183, -0.003, -0.113, -0.051, -0.034, -0.190, 0.753, -0.112, -0.350, -0.358, -0.134, 0.087, 0.064, 0.061, 0.119, 0.113, 0.147, 0.091, 0.142, 0.099, 0.151, 0.090, 0.085, 0.071, 0.136, 0.132, 0.115, 0.104, 0.119, 0.111, 0.051, 0.026, 0.129]}



[3]
{"formula": "C31H51N5O2PdSSi", "method": "wB97M-V/def2-TZVPD", "total_charge": 2, "multiplicity": 1, "orbital_gap_ev": 5.854, "species": ["Pd", "C", "C", "C", "C", "N", "C", "C", "C", "C", "C", "C", "N", "H", "H", "H", "H", "H", "H", "H", "H", "C", "C", "C", "C", "Si", "C", "C", "C", "C", "C", "C", "C", "C", "H", "H", "H", "H", "H", "H", "H", "H", "H", "H", "H", "H", "H", "H", "H", "H", "H", "H", "H", "H", "H", "H", "H", "H", "H", "H", "H", "O", "C", "C", "C", "C", "O", "N", "H", "H", "H", "H", "C", "N", "C", "C", "S", "N", "C", "C", "H", "H", "H", "H", "H", "H", "H", "H", "H", "H", "H", "H"], "positions_angstrom": [[0.09541, -0.08333, -0.12241], [-0.59158, 1.39100, -4.17121], [-1.46818, 2.43536, -3.93621], [-1.74328, 2.81113, -2.62928], [-1.15350, 2.10172, -1.59859], [-0.33098, 1.05423, -1.83048], [-0.04345, 0.72242, -3.09064], [-1.31297, 2.41374, -0.17548], [-2.02959, 3.48884, 0.31233], [-2.09719, 3.69572, 1.68185], [-1.42999, 2.82552, 2.52233], [-0.73180, 1.75781, 1.98364], [-0.66802, 1.55756, 0.65887], [-0.32664, 1.08882, -5.17356], [-1.92331, 2.96864, -4.75963], [-2.41188, 3.63279, -2.42480], [0.67698, -0.07064, -3.22898], [-2.54436, 4.15161, -0.36618], [-2.66462, 4.52531, 2.07992], [-1.43594, 2.95189, 3.59547], [-0.19694, 1.07158, 2.62268], [-3.62888, 0.07699, 0.90197], [-3.43213, -1.10189, -0.06648], [-3.64057, -0.52171, -1.47643], [-4.57814, -2.07465, 0.27023], [-1.69005, -1.98707, 0.11093], [-1.52147, -2.96649, 1.78182], [-0.11509, -3.45194, 2.16952], [-2.42715, -4.21038, 1.73751], [-1.97244, -2.06360, 2.94545], [-1.26062, -3.07334, -1.40942], [-2.57790, -3.80399, -1.69271], [-0.15843, -4.07823, -1.07509], [-0.80904, -2.24429, -2.60047], [-4.66602, 0.41109, 0.81991], [-3.01127, 0.91990, 0.64739], [-3.45382, -0.17165, 1.94513], [-4.54179, 0.09731, -1.45707], [-3.79390, -1.27218, -2.24769], [-2.81767, 0.11414, -1.79843], [-5.50861, -1.56085, 0.01459], [-4.61962, -2.30086, 1.33387], [-4.56388, -3.00975, -0.27961], [0.33671, -4.13720, 1.45839], [-0.20556, -3.98350, 3.11928], [0.55927, -2.62548, 2.33838], [-2.08057, -4.95482, 1.02554], [-3.47289, -3.99993, 1.53433], [-2.37472, -4.66730, 2.72891], [-1.40767, -1.12928, 2.99360], [-1.80141, -2.58642, 3.88872], [-3.03356, -1.82689, 2.90748], [-2.95765, -4.35588, -0.83691], [-2.36855, -4.54977, -2.46823], [-3.36135, -3.16382, -2.08049], [-0.48557, -4.83345, -0.36573], [0.75438, -3.60687, -0.72622], [0.09203, -4.61166, -1.99771], [-1.54263, -1.49833, -2.90179], [-0.64790, -2.89779, -3.46396], [0.14989, -1.77834, -2.38855], [1.20868, -0.03119, 3.65544], [1.67686, -0.63635, 2.73578], [2.88613, -1.56720, 2.76715], [3.12090, -2.02838, 1.32497], [1.96472, -1.40774, 0.63649], [1.53915, -1.52414, -0.55216], [1.21525, -0.61746, 1.39810], [2.63978, -2.39274, 3.43618], [3.72691, -1.03070, 3.20419], [3.10632, -3.11011, 1.19003], [4.04640, -1.65707, 0.88256], [5.61692, 1.84068, -1.89503], [4.97153, 2.93159, -1.18362], [5.49038, 4.24748, -1.55184], [3.80389, 2.76242, -0.54131], [2.84075, 1.39049, -0.84872], [3.42748, 3.69751, 0.35458], [4.37457, 4.50176, 1.12119], [2.07011, 3.75304, 0.85184], [6.69366, 1.99932, -1.84463], [5.30803, 1.82124, -2.94262], [5.36805, 0.89068, -1.43319], [5.68880, 4.23797, -2.62420], [6.41977, 4.47982, -1.03138], [4.75366, 5.01797, -1.35165], [5.37892, 4.10625, 1.01124], [4.09742, 4.43268, 2.17408], [4.35912, 5.55210, 0.82852], [1.37548, 3.46061, 0.06663], [1.86020, 4.77758, 1.15753], [1.93820, 3.09033, 1.71428]], "lowdin_charge": [1.078, 0.005, 0.005, 0.031, -0.216, -0.007, -0.111, -0.221, 0.029, 0.009, 0.006, -0.078, -0.028, 0.130, 0.132, 0.124, 0.119, 0.126, 0.133, 0.133, 0.085, -0.087, -0.574, -0.078, -0.071, 1.017, -0.577, -0.070, -0.063, -0.082, -0.609, -0.066, -0.076, -0.103, 0.104, 0.040, 0.066, 0.101, 0.076, 0.051, 0.105, 0.079, 0.068, 0.076, 0.106, 0.039, 0.075, 0.067, 0.107, 0.068, 0.102, 0.068, 0.069, 0.115, 0.067, 0.074, 0.061, 0.106, 0.065, 0.110, 0.034, 0.112, -0.446, -0.041, -0.037, -0.541, -0.101, 0.007, 0.139, 0.141, 0.143, 0.143, -0.083, -0.209, -0.036, -0.736, 0.685, -0.206, -0.036, -0.096, 0.099, 0.098, 0.051, 0.100, 0.100, 0.089, 0.093, 0.099, 0.099, 0.045, 0.099, 0.089]}



[4]
{"formula": "CHF2O3P", "method": "wB97M-V/def2-TZVPD", "de_lowest_ev": 3.915, "total_charge": -2, "multiplicity": 1, "orbital_gap_ev": [7.305, 7.312], "species": ["C", "O", "O", "O", "F", "F", "P", "H"], "positions_angstrom": [[0.13063, -0.17370, -0.64057], [1.01505, 0.84735, 1.34439], [-0.56460, -1.20233, 1.68151], [-1.53223, 1.04862, 1.08734], [0.48625, 0.96389, -1.28793], [1.14705, -1.00673, -0.67983], [-0.34536, 0.14230, 1.16795], [-0.33678, -0.61938, -2.67286]], "lowdin_charge": [-0.424, -0.432, -0.414, -0.454, -0.118, -0.039, -0.028, -0.090]}